[1]
9
Properties=species:S:1:pos:R:3:nbo_charge:R:1 method="wB97M-V/def2-TZVPD" spin_multiplicity=1 orbital_gap_ev="7.12 / 7.12" e_above_lowest_kcal_mol=57.7 energy_ev=-40844.1434
C -0.674 0.021 -1.827 0.009
N 0.264 0.334 -0.947 -0.718
O 1.072 0.171 1.988 -0.833
O -0.934 1.686 1.408 -0.827
S -0.330 0.028 -3.427 -0.033
S -0.187 0.445 1.268 1.911
Cl -2.311 -0.070 -1.132 -0.007
H 1.252 0.251 -0.990 0.425
H -1.067 -0.569 1.439 0.075

[2]
15
Properties=species:S:1:pos:R:3:nbo_charge:R:1 method="wB97M-V/def2-TZVPD" spin_multiplicity=1 orbital_gap_ev="9.41 / 9.41" e_above_lowest_kcal_mol=73.7 energy_ev=-8291.8009
C -0.107 -0.057 1.284 0.089
C -0.666 -0.846 0.170 0.101
C 0.314 1.360 -0.339 0.122
C -1.254 -2.148 0.609 -0.647
C 1.443 1.602 -1.248 -0.680
N 0.435 1.019 0.965 -0.384
N -0.598 -0.397 -0.977 -0.386
H -0.160 -0.465 2.365 0.191
H -0.489 2.178 -0.490 0.217
H -2.005 -1.944 1.362 0.216
H -0.522 -2.580 1.274 0.223
H -1.689 -2.592 -0.174 0.233
H 1.791 0.575 -1.710 0.236
H 2.359 2.139 -0.975 0.240
H 1.147 2.157 -2.114 0.229

[3]
48
Properties=species:S:1:pos:R:3:nbo_charge:R:1 method="wB97M-V/def2-TZVPD" spin_multiplicity=1 orbital_gap_ev=7.19 total_charge=+1 energy_ev=-43459.3949
C 3.029 -3.551 -1.379 -0.428
N 3.729 -2.467 -2.068 -0.613
C 2.932 -1.620 -2.924 -0.216
C 1.552 -1.179 -2.368 -0.299
C 0.801 -0.160 -3.202 0.264
N -0.006 0.499 -2.463 -0.417
I -1.283 1.994 -3.068 0.495
C 0.041 0.120 -1.030 -0.087
C -1.052 -0.837 -0.584 -0.084
O -2.325 -0.295 -0.834 -0.560
C -3.337 -1.286 -0.923 -0.255
C 1.410 -0.592 -0.941 -0.228
C 2.576 0.226 -0.346 -0.223
N 2.551 1.664 -0.591 -0.831
H 2.673 -3.251 -0.390 0.176
H 3.740 -4.360 -1.209 0.223
H 2.226 -3.964 -1.983 0.196
H 4.323 -1.941 -1.450 0.369
H 2.736 -2.170 -3.850 0.203
H 3.507 -0.739 -3.213 0.211
H 0.894 -2.053 -2.448 0.251
H 0.900 0.040 -4.261 0.245
H 0.007 1.050 -0.465 0.252
H -0.899 -0.977 0.488 0.226
H -0.922 -1.817 -1.054 0.173
H -3.678 -1.593 0.068 0.195
H -4.185 -0.857 -1.453 0.201
H -3.003 -2.158 -1.488 0.173
H 1.245 -1.418 -0.247 0.244
H 2.601 0.053 0.725 0.229
H 3.498 -0.170 -0.773 0.187
H 2.118 2.174 0.163 0.376
H 2.151 1.917 -1.480 0.344
C -3.093 2.709 2.920 -0.409
C -2.035 2.962 4.002 -0.402
C -1.305 1.636 4.246 -0.673
S -1.400 0.726 2.704 2.164
O -2.192 -0.461 2.909 -0.935
O -0.087 0.643 2.091 -0.980
C -2.387 1.925 1.818 -0.675
H -3.514 3.638 2.538 0.234
H -3.910 2.114 3.332 0.223
H -1.326 3.715 3.651 0.211
H -2.479 3.337 4.922 0.238
H -0.258 1.778 4.505 0.258
H -1.795 1.034 5.009 0.259
H -3.064 1.404 1.144 0.266
H -1.705 2.559 1.251 0.230

[4]
19
Properties=species:S:1:pos:R:3:nbo_charge:R:1 method="wB97M-V/def2-TZVPD" spin_multiplicity=1 smiles=C[C@@H]([NH3+])[C@H](N)ON orbital_gap_ev=10.53 total_charge=+1 e_above_lowest_kcal_mol=100.0 energy_ev=-9814.4769
C -1.386 0.604 -1.014 -0.650
C -0.990 0.161 0.435 -0.083
N -1.262 -1.263 0.416 -0.721
C 0.541 0.335 0.808 0.244
N 1.058 1.585 0.589 -0.832
O 1.112 -0.792 0.077 -0.492
N 2.402 -0.432 -0.357 -0.513
H -0.595 0.273 -1.803 0.230
H -2.340 0.194 -1.399 0.234
H -1.381 1.677 -0.944 0.241
H -1.694 0.706 1.061 0.240
H -1.417 -1.778 1.338 0.448
H -0.364 -1.697 0.017 0.482
H -2.180 -1.451 -0.177 0.456
H 0.554 0.061 1.891 0.171
H 0.573 1.897 -0.257 0.387
H 2.072 1.559 0.796 0.437
H 2.979 -1.267 -0.116 0.369
H 2.315 -0.372 -1.361 0.354

[5]
58
Properties=species:S:1:pos:R:3:nbo_charge:R:1 method="wB97M-V/def2-TZVPD" spin_multiplicity=1 orbital_gap_ev=7.19 total_charge=+2 e_above_lowest_kcal_mol=8.7 energy_ev=-41017.2739
Ir -0.629 -0.502 -0.778 1.193
C 1.847 -1.788 -2.824 -0.656
C 2.239 -0.882 -1.708 0.232
C 3.500 -0.541 -1.247 -0.318
C 3.309 0.339 -0.186 0.275
C 4.325 1.008 0.672 -0.657
N 1.990 0.523 -0.042 -0.317
N 1.333 -0.201 -0.980 -0.299
B 1.167 1.407 0.899 0.503
N 0.178 2.192 0.023 -0.315
N -0.633 1.517 -0.833 -0.309
C -1.250 2.420 -1.616 0.205
C -2.143 2.060 -2.757 -0.654
C -0.875 3.690 -1.200 -0.324
C 0.041 3.512 -0.175 0.266
C 0.775 4.542 0.610 -0.656
N 0.332 0.470 1.788 -0.317
N -0.586 -0.359 1.216 -0.228
C -1.249 -0.998 2.207 0.208
C -2.383 -1.945 2.020 -0.652
C -0.716 -0.578 3.416 -0.319
C 0.268 0.349 3.119 0.270
C 1.129 1.132 4.048 -0.654
H 2.643 -1.837 -3.563 0.267
H 0.942 -1.436 -3.324 0.210
H 1.679 -2.802 -2.459 0.237
H 4.444 -0.883 -1.636 0.258
H 5.319 0.670 0.392 0.254
H 4.160 0.774 1.724 0.241
H 4.285 2.092 0.561 0.246
H 1.858 2.131 1.536 0.012
H -1.966 1.038 -3.090 0.189
H -1.934 2.710 -3.605 0.273
H -3.196 2.194 -2.501 0.241
H -1.197 4.629 -1.619 0.257
H 0.439 5.531 0.310 0.253
H 1.849 4.477 0.440 0.246
H 0.597 4.423 1.679 0.242
H -2.671 -2.016 0.982 0.184
H -3.245 -1.609 2.597 0.259
H -2.118 -2.939 2.381 0.258
H -1.027 -0.895 4.397 0.258
H 0.898 0.858 5.074 0.254
H 0.964 2.202 3.930 0.245
H 2.185 0.936 3.866 0.244
N -2.889 -0.853 -1.232 -0.634
N -3.186 -2.220 -1.340 -0.433
C -2.211 -3.153 -1.178 0.644
N -2.545 -4.421 -1.282 -0.734
N -1.002 -2.651 -0.881 -0.547
N 0.044 -3.515 -0.477 0.646
O 1.020 -2.948 -0.070 -0.325
O -0.101 -4.719 -0.542 -0.378
H -3.417 -0.425 -0.471 0.420
H -3.138 -0.387 -2.099 0.415
H -4.139 -2.496 -1.524 0.424
H -3.486 -4.704 -1.508 0.431
H -1.828 -5.122 -1.142 0.469

[6]
60
Properties=species:S:1:pos:R:3:nbo_charge:R:1 method="wB97M-V/def2-TZVPD" spin_multiplicity=1 orbital_gap_ev=7.78 e_above_lowest_kcal_mol=0.0 energy_ev=-91817.5144
Rh -0.382 2.675 -0.544 1.117
C 2.296 2.832 -2.807 -0.660
C 2.569 2.563 -1.368 0.108
N 1.651 2.499 -0.449 -0.422
C 2.148 2.239 0.808 0.180
C 3.491 2.096 0.848 -0.426
S 4.134 2.288 -0.728 0.499
C 1.124 2.155 1.832 0.093
C 1.195 1.780 3.125 -0.402
S -0.373 1.757 3.801 0.528
C -1.073 2.233 2.318 0.146
N -0.167 2.425 1.394 -0.336
C -2.541 2.361 2.166 -0.678
H 1.242 3.071 -2.940 0.247
H 2.539 1.959 -3.413 0.250
H 2.884 3.678 -3.161 0.247
H 4.120 1.884 1.696 0.259
H 2.070 1.507 3.689 0.261
H -3.025 2.309 3.139 0.230
H -2.910 1.554 1.530 0.274
H -2.784 3.302 1.678 0.279
Cl -2.618 2.854 -1.016 -0.502
O -0.872 5.444 1.700 -0.952
S -0.628 5.735 0.285 1.401
N -0.241 4.644 -0.641 -0.993
O -0.393 0.679 -0.658 -1.257
Si -0.451 -0.897 -0.499 1.920
C 0.043 -1.707 -2.122 -0.424
C 0.279 -0.917 -3.248 -0.210
C 0.653 -1.483 -4.460 -0.226
C 0.801 -2.859 -4.565 -0.216
C 0.567 -3.663 -3.457 -0.207
C 0.192 -3.089 -2.251 -0.221
C -2.129 -1.518 0.067 -0.441
C -3.266 -0.750 -0.199 -0.219
C -4.528 -1.181 0.189 -0.222
C -4.676 -2.392 0.851 -0.214
C -3.559 -3.170 1.123 -0.212
C -2.300 -2.733 0.735 -0.228
C 0.818 -1.422 0.806 -0.415
C 2.140 -1.711 0.456 -0.215
C 3.105 -1.970 1.422 -0.228
C 2.763 -1.951 2.768 -0.226
C 1.453 -1.677 3.139 -0.224
C 0.498 -1.414 2.166 -0.236
H 0.151 0.157 -3.168 0.210
H 0.823 -0.854 -5.326 0.207
H 1.092 -3.305 -5.507 0.210
H 0.675 -4.738 -3.536 0.209
H 0.013 -3.732 -1.395 0.208
H -3.158 0.198 -0.716 0.237
H -5.397 -0.571 -0.028 0.212
H -5.660 -2.730 1.152 0.209
H -3.670 -4.115 1.640 0.208
H -1.436 -3.348 0.966 0.208
H 2.419 -1.738 -0.592 0.215
H 4.122 -2.195 1.125 0.210
H 3.510 -2.165 3.523 0.210
H 1.176 -1.675 4.187 0.207
H -0.524 -1.207 2.471 0.214